(1)
{"formula": "C19H45BIN2O6", "method": "ωB97M-V/def2-TZVPD", "symbols": ["C", "N", "C", "C", "O", "C", "B", "C", "C", "C", "I", "O", "N", "O", "H", "H", "H", "H", "H", "H", "H", "H", "H", "H", "H", "H", "H", "H", "H", "C", "C", "O", "C", "C", "H", "H", "H", "H", "H", "H", "H", "H", "H", "H", "C", "C", "O", "C", "C", "H", "H", "H", "H", "H", "H", "H", "H", "H", "H", "C", "C", "O", "C", "C", "H", "H", "H", "H", "H", "H", "H", "H", "H", "H"], "positions_angstrom": [[2.7481, -4.5615, 2.0336], [3.4611, -3.5691, 1.2594], [3.4501, -3.7619, -0.1832], [3.2317, -2.2113, 1.6690], [4.0782, -1.6750, 2.3798], [1.9824, -1.4546, 1.2505], [0.8320, -2.1359, 0.2917], [-0.6780, -1.7807, 0.8475], [-1.7663, -2.8039, 0.5061], [-1.5351, -4.1961, 1.0639], [-1.8663, -4.2781, 3.1808], [1.0926, -1.5152, -1.1238], [0.0446, -1.6381, -1.9436], [0.2816, -2.2534, -2.9362], [3.0456, -4.4782, 3.0804], [3.0607, -5.5502, 1.7043], [1.6601, -4.4777, 1.9906], [3.2439, -2.8311, -0.7061], [4.4131, -4.1534, -0.5210], [2.6810, -4.4664, -0.5007], [2.3635, -0.5750, 0.7224], [1.5733, -1.0641, 2.1828], [0.9662, -3.3336, 0.1231], [-1.0120, -0.8246, 0.4342], [-0.6874, -1.6482, 1.9330], [-1.8447, -2.9095, -0.5789], [-2.7514, -2.4701, 0.8466], [-0.5377, -4.5526, 0.8401], [-2.2441, -4.8994, 0.6350], [-3.0108, 1.3580, -1.7785], [-3.6387, 1.3659, -0.3957], [-2.7827, 1.8531, 0.6209], [-2.3109, 3.1723, 0.4595], [-3.4076, 4.2241, 0.4022], [-2.0956, 0.7635, -1.7779], [-3.7027, 0.9332, -2.5077], [-2.7544, 2.3666, -2.1112], [-3.8839, 0.3464, -0.0991], [-4.5822, 1.9272, -0.4036], [-1.6622, 3.2457, -0.4212], [-1.6781, 3.3547, 1.3283], [-4.0566, 4.0925, -0.4649], [-2.9668, 5.2202, 0.3383], [-4.0302, 4.1751, 1.2969], [-5.9173, 1.2348, -7.7906], [-5.8698, 1.3560, -6.2765], [-4.6496, 0.9375, -5.7013], [-3.4918, 1.6420, -6.1116], [-3.5333, 3.1280, -5.7985], [-5.7126, 0.2083, -8.0970], [-6.9053, 1.5173, -8.1564], [-5.1863, 1.8820, -8.2770], [-6.6268, 0.7068, -5.8361], [-6.1127, 2.3790, -5.9653], [-3.2975, 1.4739, -7.1773], [-2.6668, 1.1836, -5.5675], [-4.3368, 3.6393, -6.3316], [-2.5932, 3.5999, -6.0852], [-3.6900, 3.2833, -4.7302], [7.0545, 0.9957, 6.9135], [5.5892, 1.3833, 6.8015], [5.3317, 2.4055, 5.8613], [5.6927, 2.1126, 4.5178], [5.0096, 0.8892, 3.9349], [7.6626, 1.8674, 7.1618], [7.1830, 0.2464, 7.6957], [7.4365, 0.5726, 5.9841], [5.2453, 1.7827, 7.7568], [4.9759, 0.5011, 6.5883], [6.7828, 2.0243, 4.4300], [5.4056, 2.9999, 3.9526], [5.2835, -0.0269, 4.4570], [5.2880, 0.7573, 2.8913], [3.9257, 0.9877, 3.9872]], "atomic_forces_ev_per_a": [[0.334, 0.098, 0.426], [0.080, 0.198, -0.229], [-0.072, -0.248, -0.104], [0.859, 0.660, 0.793], [-0.925, -0.657, -0.532], [0.230, -0.474, -0.582], [-0.366, 0.491, 0.681], [-0.024, -0.230, -0.332], [-0.012, 0.088, 0.140], [-0.288, 0.062, -0.596], [0.143, -0.092, 0.045], [-0.051, -0.222, -0.429], [-0.167, -0.149, 0.525], [0.259, 0.198, -0.365], [-0.010, 0.034, 0.070], [-0.084, -0.108, -0.100], [-0.193, -0.033, -0.181], [0.014, 0.075, -0.067], [0.151, 0.058, 0.009], [-0.093, 0.015, 0.008], [0.001, 0.164, 0.045], [-0.068, 0.021, 0.112], [-0.059, -0.005, 0.093], [0.068, 0.164, 0.047], [0.143, 0.002, 0.116], [0.086, -0.070, -0.114], [-0.075, 0.077, -0.013], [0.194, 0.013, 0.321], [-0.103, -0.085, 0.187], [0.136, 0.044, -0.006], [-0.065, -0.025, -0.127], [-0.058, -0.051, 0.156], [0.088, 0.060, -0.029], [-0.076, -0.045, -0.023], [-0.021, -0.045, 0.002], [-0.011, -0.024, 0.015], [-0.066, 0.002, -0.033], [0.059, -0.012, 0.050], [0.017, 0.036, -0.020], [-0.038, 0.018, -0.026], [0.011, -0.036, 0.016], [0.033, 0.020, -0.030], [0.020, 0.003, 0.020], [0.006, 0.006, 0.012], [0.081, -0.005, -0.025], [-0.071, 0.033, -0.008], [0.011, -0.097, 0.079], [0.126, 0.060, -0.017], [-0.138, 0.027, 0.017], [-0.009, -0.009, 0.003], [-0.020, -0.012, 0.012], [-0.032, 0.039, 0.004], [0.016, -0.018, 0.030], [0.017, 0.022, -0.043], [-0.034, 0.047, -0.014], [-0.045, -0.075, 0.030], [0.039, 0.007, -0.049], [0.030, -0.029, 0.013], [0.029, -0.001, 0.014], [0.046, 0.041, -0.068], [-0.053, -0.078, 0.057], [0.015, 0.135, 0.048], [0.000, -0.062, -0.160], [0.020, 0.085, 0.189], [-0.002, 0.002, 0.013], [-0.012, 0.004, 0.021], [-0.025, -0.050, 0.010], [-0.018, 0.030, -0.008], [0.042, -0.025, -0.032], [0.000, -0.031, 0.026], [-0.015, 0.034, 0.043], [0.031, -0.041, -0.075], [-0.021, -0.017, -0.026], [-0.015, -0.011, -0.037]], "mulliken_charge": [-0.81, 0.17, -0.96, -0.11, -0.59, -0.55, 0.73, -0.70, -0.60, -0.90, -0.09, -0.19, 0.22, -0.51, 0.29, 0.35, 0.21, 0.31, 0.30, 0.31, 0.26, 0.32, -0.42, 0.07, 0.42, 0.31, 0.37, 0.23, 0.52, -0.78, -0.54, -0.41, -0.33, -1.03, 0.21, 0.38, 0.20, 0.35, 0.38, 0.31, 0.36, 0.24, 0.39, 0.28, -1.03, -0.34, -0.41, -0.41, -1.00, 0.29, 0.39, 0.27, 0.33, 0.30, 0.33, 0.37, 0.30, 0.39, 0.23, -1.03, -0.33, -0.42, -0.56, -0.84, 0.29, 0.38, 0.27, 0.33, 0.30, 0.32, 0.34, 0.23, 0.41, 0.31], "charge": -1, "total_energy_ev": -44473.231, "homo_lumo_gap_ev": 7.64, "homo_energy_ev": -5.286}

(2)
{"formula": "C6H6OS", "method": "ωB97M-V/def2-TZVPD", "symbols": ["C", "C", "C", "S", "C", "C", "O", "C", "H", "H", "H", "H", "H", "H"], "positions_angstrom": [[1.5973, -0.3280, -0.3489], [1.2006, 1.0408, -0.5588], [-0.0270, 1.3549, -0.9981], [-1.2590, 0.1999, -1.6005], [-1.8965, -0.4050, -0.0941], [-1.2255, -0.5999, 1.0637], [0.0989, -0.2635, 1.4436], [1.0813, -0.9752, 0.6818], [2.3606, -0.7102, -1.0216], [1.8825, 1.8302, -0.3707], [-0.3042, 2.4059, -1.1413], [-3.0343, -0.5099, 0.0419], [-1.7581, -1.0064, 1.9455], [1.2834, -2.0335, 0.9576]], "atomic_forces_ev_per_a": [[0.865, -0.457, 0.218], [-2.094, 0.314, -1.135], [0.508, 0.663, -0.358], [0.304, 0.242, 0.228], [-0.752, -0.091, 1.854], [-0.165, 0.062, 0.799], [-0.227, -1.726, -1.110], [-0.985, -0.195, 0.094], [-0.001, -0.369, 0.397], [0.626, 0.661, 0.232], [0.092, -0.402, 0.131], [1.937, -0.163, -0.640], [0.151, 0.472, -0.654], [-0.261, 0.988, -0.054]], "mulliken_charge": [-0.34, -0.18, -0.40, -0.17, -0.18, -0.23, -0.33, -0.31, 0.34, 0.37, 0.42, 0.31, 0.36, 0.35], "charge": 0, "total_energy_ev": -19198.963, "relative_energy_kj_mol": 203.1, "smiles": "c1ccsccoc1", "homo_lumo_gap_ev": 9.32, "homo_energy_ev": -8.424}

(3)
{"formula": "C4H12N3S", "method": "ωB97M-V/def2-TZVPD", "symbols": ["N", "C", "N", "C", "C", "N", "C", "S", "H", "H", "H", "H", "H", "H", "H", "H", "H", "H", "H", "H"], "positions_angstrom": [[0.0302, 2.2596, -1.7400], [-0.2817, 0.8781, -2.0744], [-0.6414, -0.0245, -0.9917], [0.1415, -0.1497, 0.2281], [-0.8681, -0.4313, 1.3344], [-0.2809, -0.6585, 2.6645], [1.2084, -1.2927, 0.0797], [2.6045, -1.1117, 1.2252], [-0.7975, 2.8010, -1.5542], [0.6398, 2.3173, -0.9281], [-1.1758, 0.8983, -2.6986], [0.5794, 0.4300, -2.5728], [-1.6278, -0.1409, -0.8667], [0.7591, 0.7180, 0.5002], [-1.4943, -1.2515, 0.9630], [-1.4593, 0.4869, 1.4866], [0.7439, -0.6996, 2.5656], [-0.4718, -1.5883, 3.0130], [0.7543, -2.2660, 0.2836], [1.6375, -1.1744, -0.9176]], "atomic_forces_ev_per_a": [[0.446, 0.189, -0.119], [-0.299, -0.466, 1.021], [0.091, 0.249, -0.319], [0.661, -1.231, -0.126], [0.356, 0.829, 0.741], [0.431, -0.545, 0.034], [-0.035, 0.961, 0.496], [0.422, 0.113, 0.382], [-0.216, -0.030, 0.222], [-0.096, -0.055, -0.184], [0.356, -0.078, -0.504], [-0.011, 0.253, -0.314], [-0.268, 0.272, 0.196], [-0.364, 0.266, -0.214], [-0.125, -0.015, 0.333], [-0.386, -0.293, -0.632], [-0.025, 0.245, -0.111], [-0.336, -0.131, -0.116], [-0.206, -0.004, -0.610], [-0.396, -0.531, -0.176]], "mulliken_charge": [-0.61, -0.63, -0.20, 0.35, -0.89, -0.65, -0.77, -0.69, 0.23, 0.30, 0.38, 0.28, 0.26, 0.11, 0.33, 0.30, 0.23, 0.26, 0.18, 0.23], "charge": -1, "total_energy_ev": -19648.596, "relative_energy_kj_mol": 151.5, "smiles": "NCN[C@@H](CN)C[S-]", "homo_lumo_gap_ev": 6.16, "homo_energy_ev": -2.507}